(1)
43
Properties=species:S:1:pos:R:3 method="wB97M-V/def2-TZVPD" total_charge=+2 energy_ha=-4148.59606 spin_multiplicity=1 homo_lumo_gap_ev="5.564 / 5.566" molar_mass_g_mol=447.40
C 3.5256 -0.5231 -0.8368
C 2.3197 0.0160 -0.1502
H 4.1043 0.3001 -1.2667
H 3.2358 -1.2105 -1.6464
H 4.1427 -1.0721 -0.1160
O 1.9264 1.1935 -0.2332
Cl -2.3253 -0.2994 1.6760
Ga -0.2821 -0.0373 0.8857
P -0.9978 1.8231 -0.5198
C -0.1981 3.3486 0.0529
C -0.5454 1.6815 -2.2723
H -1.0861 2.4516 -2.8414
H -2.9457 3.1031 -1.1244
H -0.8167 0.6860 -2.6468
H -3.3632 1.3722 -0.8975
H 0.8382 3.3892 -0.3053
H 0.5373 1.8296 -2.3667
C -2.7799 2.2122 -0.5032
H -0.7732 4.2058 -0.3253
H -3.0997 2.4152 0.5255
H -0.2018 3.3589 1.1499
P -0.8050 -2.0818 -0.4977
C 0.3906 -2.7986 -1.6707
C -1.0263 -3.3856 0.7610
H -3.0209 -1.2046 -0.8953
H -2.8718 -2.9187 -1.4024
H -2.1857 -1.6148 -2.4289
C -2.3784 -1.9371 -1.3975
H -2.0084 -3.2836 1.2346
H -0.9365 -4.3624 0.2693
H 0.4415 -2.1707 -2.5715
H 0.0460 -3.8083 -1.9425
H -0.2428 -3.2959 1.5246
H 1.3884 -2.8669 -1.2143
C 1.5460 -0.9272 0.7535
O 1.9659 -1.9186 1.3127
F 0.2498 -0.3496 3.5330
C 0.3936 0.7831 2.7486
F -0.5400 1.7048 3.1659
C 1.7741 1.3975 3.0483
F 1.8943 1.6793 4.3697
F 2.7850 0.5606 2.7097
F 1.9254 2.5553 2.3518

---

(2)
50
Properties=species:S:1:pos:R:3 method="wB97M-V/def2-TZVPD" s_squared=3.774 total_charge=-2 energy_ha=-3549.10143 spin_multiplicity=4 homo_lumo_gap_ev="7.715 / 8.159" molar_mass_g_mol=527.40
Cr -0.0829 -0.0622 -0.2830
C -3.6075 2.1352 0.4939
C -2.4618 2.1179 -0.5340
C -1.6660 3.4286 -0.4410
O -1.6672 1.0354 -0.4016
H -4.2463 1.2607 0.3259
H -4.2755 2.9778 0.2656
H -3.2224 2.1373 1.5097
H -2.9410 2.1476 -1.5377
H -1.4509 3.7068 0.5958
H -2.1969 4.2494 -0.9417
H -0.7119 3.3275 -0.9595
C 1.6695 -3.0762 0.7167
C 0.5668 -3.1431 -0.3394
C -0.5531 -4.0870 0.1115
O 0.0290 -1.9386 -0.6954
H 1.3364 -2.6273 1.6517
H 2.5564 -2.6272 0.2802
H 1.9494 -4.1165 0.9526
H 1.0015 -3.6740 -1.2187
H -1.1869 -3.6231 0.8729
H -0.1488 -5.0303 0.4999
H -1.2102 -4.3145 -0.7330
C 3.4201 0.0730 1.6167
C 2.8052 0.6897 0.3583
C 3.2263 -0.0796 -0.9064
O 1.4397 0.8134 0.4897
H 3.1648 -0.9862 1.6718
H 3.2418 0.6437 2.5256
H 4.5193 0.1132 1.4870
H 3.2589 1.7005 0.2599
H 2.7306 -1.0443 -0.9353
H 4.3175 -0.1093 -0.9858
H 2.8606 0.5042 -1.7486
C -0.9769 1.4937 -4.0249
F -1.2113 2.6397 -3.3711
F -1.9654 0.6524 -3.7349
F -1.0055 1.7765 -5.3399
S 0.6374 0.7790 -3.5672
O 1.6132 1.7998 -3.8127
O 0.4621 0.4762 -2.1612
O 0.6767 -0.3739 -4.4209
C -1.4599 0.5453 3.7022
F -2.7677 0.8991 3.6959
F -0.7744 1.5277 3.1265
F -1.0977 0.4691 5.0008
S -1.1925 -1.0917 2.8453
O -0.7671 -0.6865 1.5238
O -0.1478 -1.7160 3.6164
O -2.4873 -1.7129 2.8978

---

(3)
49
Properties=species:S:1:pos:R:3 method="wB97M-V/def2-TZVPD" de_lowest_kj_mol=0.0 s_squared=8.753 total_charge=-1 energy_ha=-3122.15519 spin_multiplicity=6 homo_lumo_gap_ev="5.067 / 5.664" molar_mass_g_mol=483.30
Mn 0.4386 0.5940 -0.7819
C 1.4747 -3.4454 0.5444
F 0.6554 -3.0106 1.5151
F 2.1663 -4.4874 1.0277
F 0.6982 -3.9174 -0.4540
S 2.6041 -2.1159 -0.0978
O 3.0266 -2.6342 -1.3687
O 1.6722 -0.9969 -0.1372
O 3.6197 -2.0149 0.9201
C 2.1190 1.7655 -2.2420
O 2.8770 2.4015 -3.0038
O 2.1218 1.9898 -0.9244
O 1.2866 0.8241 -2.6259
C -0.4106 -0.2680 2.3211
O -0.2413 0.3130 1.2660
N 0.5290 -0.3228 3.2727
C 0.3012 -1.0099 4.5108
C 1.8048 0.3535 3.0897
H -1.3061 -0.8505 2.5831
H 0.2163 -0.2982 5.3400
H 1.1140 -1.7061 4.7292
H -0.6131 -1.6028 4.4897
H 2.0407 0.8913 4.0160
H 2.5935 -0.3730 2.9004
H 1.7177 1.0919 2.3002
C -1.6011 -1.8477 -1.8333
O -1.1191 -0.8993 -1.2290
N -1.0427 -2.4372 -2.8913
C -1.7346 -3.4872 -3.5874
C 0.1806 -1.9436 -3.5083
H -2.5518 -2.2998 -1.5194
H -2.0187 -3.1499 -4.5896
H -2.6511 -3.8008 -3.0847
H -1.1103 -4.3791 -3.6713
H 0.8050 -2.7870 -3.8065
H -0.0241 -1.3180 -4.3787
H 0.7612 -1.3547 -2.8040
C -1.8442 2.9292 -0.6875
O -0.9461 2.1416 -0.9076
N -1.7373 3.9171 0.2116
C -2.7837 4.8692 0.4036
C -0.5051 4.0711 0.9493
H -2.8154 2.8939 -1.2030
H -2.9218 5.0688 1.4683
H -3.7079 4.4611 -0.0012
H -2.5587 5.8241 -0.0796
H 0.3096 3.4681 0.5563
H -0.2342 5.1271 1.0059
H -0.6549 3.7627 1.9970